This record from OMol25 describes a 13-piece molecular cluster, C52H104O35 overall at a distorted geometry. The level of theory is the ωB97M-V functional and the def2-TZVPD basis.

Properties
relative energy (zero: lowest compared OMol25 entry of this formula, charge and spin)	545.0	kJ/mol
maximum force	4.264	eV Å⁻¹
net charge	0
E_LUMO	0.0151	hartree

Last columns: bonded neighbours and bond lengths (Å).
Positions of all 191 atoms, in Å:
1 O -0.89902 2.65764 -4.57499  C55 1.221
2 O -5.49726 -1.32671 1.02109  C44 1.373, C59 1.363
3 O 0.30368 6.11278 0.32821  C42 1.357, C74 1.396
4 O 1.25749 -7.88064 2.92738  C72 1.230
5 O -0.18539 4.27992 1.58084  C42 1.217
6 O 1.66349 -3.42823 -1.94176  C46 1.317, C76 1.452
7 O 1.90549 4.77190 1.06697  C42 1.300, C87 1.412
8 O -3.43542 1.43839 1.86461  C60 1.205
9 O -4.20615 -0.29560 -5.44469  C71 1.336, C79 1.465
10 O 1.31760 3.94593 5.76860  C36 1.351, C85 1.433
11 O -4.73226 -0.10148 -3.22660  C71 1.249
12 O -3.49663 -3.34430 -5.33976  C37 1.336, C47 1.379
13 O -2.89715 0.95540 3.99348  C56 1.446, C60 1.327
14 O -4.28467 -3.26872 1.05342  C59 1.186
15 O 3.22179 4.88341 6.22605  C36 1.316, C70 1.418
16 O -2.97618 3.02360 3.40935  C53 1.421, C60 1.325
17 O 1.63628 6.54253 -4.12811  C68 1.228
18 O 1.13499 -5.21271 -3.01372  C46 1.331, C75 1.462
19 O -2.99868 3.32363 -5.10706  C55 1.351, C81 1.433
20 O -2.13921 3.84015 -3.11584  C55 1.332, C65 1.397
21 O 2.97812 -3.29602 4.68514  C43 1.246
22 O 7.44184 0.47111 -0.64369  C51 1.491, C69 1.410
23 O 0.37200 0.79895 -0.73014  C39 1.457, C49 1.395
24 O 3.72498 7.30932 -4.60635  C62 1.451, C68 1.325
25 O -2.63050 0.17785 -4.01496  C61 1.448, C71 1.307
26 O 4.30203 -2.99185 2.86538  C43 1.309, C83 1.435
27 O 3.22842 3.25302 4.62999  C36 1.260
28 O -6.10745 -3.04584 2.30629  C58 1.408, C59 1.357
29 O 3.55934 5.61334 -3.20624  C68 1.391, C86 1.419
30 O 1.49463 -5.33661 -0.79095  C46 1.199
31 O -0.17504 -6.17498 3.63036  C45 1.405, C72 1.369
32 O 3.21861 -1.26595 3.52205  C43 1.369, C78 1.462
33 O -3.02316 -5.45509 -4.49682  C37 1.238
34 O -0.60774 -8.21561 4.19636  C50 1.426, C72 1.331
35 O -2.84231 -3.51700 -3.33851  C37 1.311, C82 1.454
36 C 2.64065 3.95742 5.49411  O10 1.351, O15 1.316, O27 1.260
37 C -3.12078 -4.22380 -4.40686  O12 1.336, O33 1.238, O35 1.311
38 C 5.35294 0.00313 0.21726  C48 1.485, C51 1.498, H90 1.090, H186 1.090
39 C -0.49357 0.49400 0.40192  O23 1.457, C64 1.555, H126 1.090, H188 1.090
40 C 5.28937 -4.76415 1.49587  C83 1.528, H89 1.090, H168 1.090, H176 1.090
41 C -2.21863 -1.19056 4.86166  C56 1.560, H134 1.090, H165 1.090, H167 1.090
42 C 0.63090 5.02578 1.07190  O3 1.357, O5 1.217, O7 1.300
43 C 3.42785 -2.59802 3.75598  O21 1.246, O26 1.309, O32 1.369
44 C -5.04685 -0.74070 -0.13606  O2 1.373, H96 1.090, H113 1.090, H138 1.090
45 C 0.56906 -5.12730 3.06256  O31 1.405, C54 1.510, H142 1.090, H143 1.090
46 C 1.40034 -4.71160 -1.80944  O6 1.317, O18 1.331, O30 1.199
47 C -3.68552 -3.85116 -6.60788  O12 1.379, H133 1.090, H171 1.090, H181 1.090
48 C 5.38335 -0.13707 -1.26054  C38 1.485, C69 1.509, H131 1.090, H135 1.090
49 C 1.53867 1.39341 -0.24777  O23 1.395, C84 1.540, H93 1.090, H123 1.090
50 C -0.41603 -9.62621 4.11116  O34 1.426, H140 1.090, H147 1.090, H189 1.090
51 C 6.78987 0.06898 0.63492  O22 1.491, C38 1.498, H166 1.090, H184 1.090
52 C 4.65435 6.60550 6.76267  C70 1.538, H127 1.090, H137 1.090, H158 1.090
53 C -3.22233 4.14708 2.57531  O16 1.421, H109 1.090, H112 1.090, H152 1.090
54 C 0.03857 -3.78142 3.49676  C45 1.510, H88 1.090, H139 1.090, H179 1.090
55 C -1.95082 3.19382 -4.26485  O1 1.221, O19 1.351, O20 1.332
56 C -2.99539 -0.46102 3.72215  O13 1.446, C41 1.560, H94 1.090, H128 1.090
57 C -0.42028 -7.07049 -3.60799  C75 1.537, H98 1.090, H151 1.090, H187 1.090
58 C -6.11850 -4.33890 2.86329  O28 1.408, C80 1.523, H119 1.090, H174 1.090
59 C -5.17858 -2.58684 1.42994  O2 1.363, O14 1.186, O28 1.357
60 C -3.13445 1.77960 2.98057  O8 1.205, O13 1.327, O16 1.325
61 C -1.97673 0.11062 -2.72500  O25 1.448, H115 1.090, H130 1.090, H148 1.090
62 C 3.24348 8.23869 -5.61111  O24 1.451, H117 1.090, H132 1.090, H141 1.090
63 C 3.24516 6.40228 2.16702  C87 1.560, H97 1.090, H104 1.090, H169 1.090
64 C 0.53414 0.15570 1.51914  C39 1.555, C84 1.513, H103 1.090, H110 1.090
65 C -1.17139 3.80701 -2.10938  O20 1.397, H150 1.090, H162 1.090, H175 1.090
66 C -6.60702 0.12575 -5.96526  C79 1.580, H91 1.090, H121 1.090, H180 1.090
67 C -2.07754 -3.15132 -1.03675  C82 1.555, H124 1.090, H161 1.090, H163 1.090
68 C 2.85916 6.48653 -4.03265  O17 1.228, O24 1.325, O29 1.391
69 C 6.52163 0.76429 -1.67098  O22 1.410, C48 1.509, H114 1.090, H164 1.090
70 C 4.59831 5.20793 6.12317  O15 1.418, C52 1.538, H102 1.090, H111 1.090
71 C -3.90747 -0.06004 -4.16389  O9 1.336, O11 1.249, O25 1.307
72 C 0.26753 -7.46679 3.52888  O4 1.230, O31 1.369, O34 1.331
73 C -4.24938 2.98270 -7.18012  C81 1.551, H122 1.090, H125 1.090, H172 1.090
74 C -0.99606 6.61288 0.42327  O3 1.396, H100 1.090, H106 1.090, H157 1.090
75 C 1.00975 -6.65264 -3.23148  O18 1.462, C57 1.537, H95 1.090, H144 1.090
76 C 1.98482 -2.65172 -0.75747  O6 1.452, H107 1.090, H120 1.090, H177 1.090
77 C 2.53465 3.51402 -3.30861  C86 1.534, H92 1.090, H99 1.090, H178 1.090
78 C 2.46263 -0.37311 4.39856  O32 1.462, H149 1.090, H154 1.090, H182 1.090
79 C -5.46480 -0.95401 -5.80229  O9 1.465, C66 1.580, H173 1.090, H185 1.090
80 C -5.28084 -4.40119 4.13319  C58 1.523, H108 1.090, H190 1.090, H191 1.090
81 C -2.89098 2.83052 -6.44792  O19 1.433, C73 1.551, H153 1.090, H155 1.090
82 C -2.71799 -4.15482 -2.03773  O35 1.454, C67 1.555, H116 1.090, H160 1.090
83 C 4.68656 -4.37398 2.84496  O26 1.435, C40 1.528, H105 1.090, H183 1.090
84 C 1.66059 1.13370 1.26483  C49 1.540, C64 1.513, H145 1.090, H146 1.090
85 C 0.42553 3.17859 4.95111  O10 1.433, H101 1.090, H136 1.090, H156 1.090
86 C 2.86037 4.69297 -2.38306  O29 1.419, C77 1.534, H159 1.090, H170 1.090
87 C 2.90994 5.72784 0.80037  O7 1.412, C63 1.560, H118 1.090, H129 1.090
88 H -0.95858 -3.61964 3.08732  C54 1.090
89 H 6.03804 -4.09336 1.07439  C40 1.090
90 H 4.93387 -0.90252 0.65574  C38 1.090
91 H -6.70680 0.74121 -5.07119  C66 1.090
92 H 2.11821 2.73936 -2.66474  C77 1.090
93 H 1.62541 2.44526 -0.52019  C49 1.090
94 H -2.65431 -0.71672 2.71896  C56 1.090
95 H 1.13869 -7.23559 -2.31953  C75 1.090
96 H -5.19870 -1.49963 -0.90357  C44 1.090
97 H 2.34471 6.93211 2.47778  C63 1.090
98 H -1.10424 -7.01195 -2.76131  C57 1.090
99 H 1.84046 3.77862 -4.10623  C77 1.090
100 H -0.98473 7.60565 -0.02663  C74 1.090
101 H 0.64752 3.30021 3.89091  C85 1.090
102 H 5.19495 4.43544 6.60834  C70 1.090
103 H 0.09457 0.14451 2.51651  C64 1.090
104 H 4.06772 7.09204 1.97799  C63 1.090
105 H 5.43540 -4.49256 3.62807  C83 1.090
106 H -1.68576 6.02466 -0.18204  C74 1.090
107 H 2.92536 -2.97910 -0.31443  C76 1.090
108 H -5.63109 -3.79466 4.96839  C80 1.090
109 H -2.67225 4.14868 1.63429  C53 1.090
110 H 0.88641 -0.87018 1.41153  C64 1.090
111 H 4.90306 5.28342 5.07937  C70 1.090
112 H -4.29658 4.12890 2.39159  C53 1.090
113 H -4.02919 -0.35029 -0.12915  C44 1.090
114 H 6.91408 0.66458 -2.68298  C69 1.090
115 H -2.32304 0.97679 -2.16115  C61 1.090
116 H -3.66595 -4.50911 -1.63283  C82 1.090
117 H 4.11746 8.78856 -5.96023  C62 1.090
118 H 3.76418 5.12498 0.49227  C87 1.090
119 H -5.64106 -5.02045 2.15928  C58 1.090
120 H 1.21205 -2.80247 -0.00366  C76 1.090
121 H -6.35900 0.74473 -6.82750  C66 1.090
122 H -4.09698 2.59897 -8.18891  C73 1.090
123 H 2.29867 0.85238 -0.81149  C49 1.090
124 H -1.07624 -2.83031 -1.32387  C67 1.090
125 H -4.69864 3.97350 -7.11255  C73 1.090
126 H -1.05492 1.39422 0.65212  C39 1.090
127 H 4.34875 6.61294 7.80893  C52 1.090
128 H -4.02667 -0.79060 3.84841  C56 1.090
129 H 2.73494 6.41917 -0.02397  C87 1.090
130 H -0.90174 0.13283 -2.90388  C61 1.090
131 H 5.47325 -1.16657 -1.60716  C48 1.090
132 H 2.63285 8.95650 -5.06341  C62 1.090
133 H -2.75804 -4.34141 -6.90374  C47 1.090
134 H -1.29550 -0.64150 5.04730  C41 1.090
135 H 4.48207 0.22719 -1.75360  C48 1.090
136 H -0.59095 3.50429 5.17192  C85 1.090
137 H 3.96245 7.27643 6.25352  C52 1.090
138 H -5.70293 0.10315 -0.34958  C44 1.090
139 H 0.60099 -2.96633 3.04133  C54 1.090
140 H 0.16306 -9.97820 4.96490  C50 1.090
141 H 2.77873 7.73430 -6.45829  C62 1.090
142 H 0.44645 -5.16256 1.98005  C45 1.090
143 H 1.61834 -5.23519 3.33725  C45 1.090
144 H 1.73972 -7.02115 -3.95221  C75 1.090
145 H 2.60241 0.66938 1.55720  C84 1.090
146 H 1.49665 2.05867 1.81772  C84 1.090
147 H 0.04616 -10.02468 3.20799  C50 1.090
148 H -2.28844 -0.77189 -2.16633  C61 1.090
149 H 2.86776 0.61596 4.18474  C78 1.090
150 H -1.41061 4.43737 -1.25292  C65 1.090
151 H -0.86070 -6.55954 -4.46417  C57 1.090
152 H -2.87571 5.06585 3.04839  C53 1.090
153 H -2.56523 1.79043 -6.46179  C81 1.090
154 H 2.60025 -0.62487 5.45011  C78 1.090
155 H -2.15423 3.45339 -6.95519  C81 1.090
156 H 0.61370 2.14564 5.24384  C85 1.090
157 H -1.36746 6.65178 1.44731  C74 1.090
158 H 5.65087 7.04638 6.73709  C52 1.090
159 H 3.47557 4.28826 -1.57941  C86 1.090
160 H -2.04175 -5.00941 -2.01594  C82 1.090
161 H -1.93340 -3.58158 -0.04569  C67 1.090
162 H -0.97224 2.75721 -1.89401  C65 1.090
163 H -2.71683 -2.27732 -0.91203  C67 1.090
164 H 6.31919 1.82978 -1.56213  C69 1.090
165 H -2.94136 -1.21294 5.67729  C41 1.090
166 H 6.93913 0.85545 1.37471  C51 1.090
167 H -1.97434 -2.21446 4.57872  C41 1.090
168 H 5.76488 -5.74261 1.56387  C40 1.090
169 H 3.66305 5.74253 2.92739  C63 1.090
170 H 1.91151 5.09697 -2.03013  C86 1.090
171 H -4.49443 -4.58157 -6.62294  C47 1.090
172 H -5.04201 2.42636 -6.67980  C73 1.090
173 H -5.38600 -1.65310 -6.63485  C79 1.090
174 H -7.14609 -4.65476 3.04328  C58 1.090
175 H -0.18729 4.12453 -2.45409  C65 1.090
176 H 4.52249 -4.93950 0.74139  C40 1.090
177 H 1.91661 -1.59977 -1.03465  C76 1.090
178 H 3.42391 3.04248 -3.72690  C77 1.090
179 H 0.06475 -3.57365 4.56645  C54 1.090
180 H -7.57240 -0.33564 -6.17327  C66 1.090
181 H -3.94609 -3.19515 -7.43845  C47 1.090
182 H 1.39279 -0.36452 4.19004  C78 1.090
183 H 3.84711 -5.00939 3.12727  C83 1.090
184 H 7.04692 -0.90574 1.04957  C51 1.090
185 H -5.62508 -1.54835 -4.90275  C79 1.090
186 H 4.76993 0.85592 0.56505  C38 1.090
187 H -0.44499 -8.13238 -3.85272  C57 1.090
188 H -1.25746 -0.22727 0.11150  C39 1.090
189 H -1.42686 -10.00349 4.26591  C50 1.090
190 H -4.24062 -4.10015 4.00911  C80 1.090
191 H -5.23735 -5.39757 4.57298  C80 1.090